A molecular structure, C35H38ClIrN8O7 at a distorted geometry. Source: the OMol25 dataset; level of theory: the ωB97M-V functional and the def2-TZVPD basis.

As for the net charge: -1. The HOMO energy (alpha / beta) is -5.14 / -6.44 eV. The calculation puts the HOMO-LUMO gap (alpha / beta) at 7.10 / 5.72 eV. For the lowest unoccupied orbital energy (alpha / beta), the calculation gives 1.96 / -0.72 eV. The multiplicity is 6.

Geometry as XYZ:
```
90
Properties=species:S:1:pos:R:3:forces:R:3
C 2.238 1.744 5.382 -0.7096 -0.4112 -0.4831
H -5.051 -3.227 -2.370 0.0711 0.0366 0.0396
C -3.761 -2.886 -0.616 -0.0371 0.1714 -0.0409
C 0.187 3.348 -0.266 -0.0073 -0.7884 0.4564
H -4.271 -3.953 1.136 -0.3615 -0.2580 0.3907
H 2.324 -0.442 -3.826 -0.2764 0.2130 -0.1562
H 0.126 -1.704 1.130 -0.1821 0.1590 -0.0626
H -4.145 -4.648 -1.831 0.1482 -0.3835 -0.1307
H -0.720 -1.895 -4.108 -0.3539 -0.0961 0.5160
N 0.895 0.171 2.282 -0.7030 0.6609 -0.4748
O -5.044 2.918 1.295 -0.7280 0.2079 0.2833
C 3.967 1.741 -1.547 0.4715 0.3171 -0.2191
C -3.390 3.456 -3.355 -0.3424 -0.5708 0.3507
C 1.063 -2.215 1.030 -0.6937 0.4652 0.1324
H -2.907 -3.278 -3.430 -0.0170 -0.0040 0.1378
N -1.575 -1.664 -0.876 -0.5211 0.0634 0.4689
H -0.119 4.917 -1.744 0.1051 -0.3052 -0.1140
O -1.148 2.036 2.227 -0.3994 -0.1363 -0.5846
C 3.182 -0.600 -1.763 0.5209 0.3994 -1.2038
C 2.554 -0.172 3.688 0.1375 0.0182 0.3504
O 3.265 1.542 5.970 0.6377 -0.1875 0.1942
H 4.921 1.344 -1.905 -0.2253 0.3412 0.2399
H -5.366 -1.876 0.403 -0.3192 -0.0239 0.2336
C -2.980 1.688 -1.993 0.2617 0.1034 0.1816
C 2.574 3.533 -0.806 0.7962 -0.0689 -0.2062
O 1.391 2.673 5.752 0.0717 0.1808 0.1642
C -4.662 -3.760 -1.501 -0.7006 0.3559 0.6865
H -5.534 -4.066 -0.882 0.4769 0.0833 -0.4420
C 2.164 -1.725 1.716 -0.0277 -0.4824 -0.1487
H 0.766 5.299 0.521 0.1972 0.3399 -0.1412
H 4.615 -2.130 -1.279 -0.0291 0.1145 -0.0506
C 3.364 -2.383 1.586 0.5992 -0.7160 -0.4101
C 1.491 2.694 -0.683 -0.5887 -0.4092 -0.2405
C 2.910 0.856 -1.458 -0.7844 -0.1649 0.2199
H 4.638 3.773 -1.339 0.2854 0.1735 -0.0138
O -3.680 1.296 1.087 -0.0723 -0.4724 0.1701
H -1.569 4.177 -1.129 -0.3004 0.0583 0.0698
C 0.404 4.346 0.879 -0.2242 -0.4265 0.0511
C 3.820 3.086 -1.238 -0.7171 -0.2764 0.0292
H 5.358 -0.672 -1.876 0.1411 0.2270 0.0674
O -0.550 2.809 4.174 0.2692 0.2597 0.4595
C -2.555 -2.429 -1.370 0.8519 0.1110 0.1245
C 1.840 0.906 4.179 0.4156 0.4661 0.2480
C 0.797 1.083 3.230 0.0486 -0.2629 -0.0494
H 4.265 -2.036 2.046 0.1788 0.2185 0.2223
H 4.068 -0.459 -3.739 0.1779 0.1999 -0.1535
H -2.868 -4.634 0.304 0.0694 -0.1856 0.0102
H -3.851 -0.959 0.388 -0.3027 0.0106 -0.1908
C -0.557 3.954 -1.441 -0.0062 0.7778 0.2439
H -2.708 -3.164 1.277 0.0950 0.0745 0.0460
H -1.811 -0.350 3.273 0.1540 0.2233 0.1974
H -4.861 -1.084 -1.084 -0.0145 0.3037 -0.0738
H 0.574 2.745 5.150 -0.0446 -0.0489 -0.0910
H 2.390 -4.956 -0.410 -0.0147 -0.1891 -0.1517
H -0.480 2.575 0.149 0.3971 0.2658 -0.2593
H 4.695 -0.751 -0.210 0.1465 0.1847 0.0055
C -0.781 -1.327 -1.921 -0.2750 -0.0964 0.5217
C -3.361 -3.716 0.612 0.2121 0.4143 -0.3718
H 0.775 -0.319 -2.835 0.4502 0.2507 -0.1238
C -2.298 -2.684 -2.764 -0.5342 -0.4362 -1.3323
Ir -1.655 0.603 0.686 0.3558 -0.4714 0.6297
C -0.379 2.060 3.211 0.5150 -0.5633 0.2236
N -3.778 2.328 -2.752 0.3501 0.0432 -0.0417
Cl 3.889 -0.975 4.393 -0.1529 0.1237 -0.0874
N 1.964 -0.589 2.535 -0.0525 0.4414 0.4835
C 0.272 -0.359 -1.883 -0.3744 -0.3584 -0.7391
C 3.442 -3.551 0.809 -0.0821 0.1628 0.1691
O -3.062 3.334 0.607 0.4990 -0.1336 -0.2215
C 4.551 -1.036 -1.249 -0.1688 -0.7978 0.1322
H -0.550 4.526 1.367 -0.0728 -0.0040 0.1169
N -2.282 1.029 -1.309 -0.3829 0.1908 -0.3571
H -0.621 3.295 -2.292 0.1396 -0.2382 -0.3390
C -2.022 -0.868 2.348 0.2042 0.6444 -0.6894
H -3.070 -1.097 2.328 -0.5250 -0.1702 -0.0269
C 1.638 1.337 -1.049 -0.2290 -0.2712 0.1682
N -3.165 4.433 -3.926 0.1272 0.2210 -0.1758
H 2.391 4.562 -0.555 0.3216 0.3158 -0.0053
C 2.325 -4.048 0.162 -0.0189 0.5120 0.0661
H -1.425 -1.765 2.285 0.1385 -0.2018 -0.0430
H 0.249 -3.722 -0.224 -0.4411 0.0490 -0.2513
C -4.510 -1.600 -0.197 0.4182 -0.5510 -0.0032
H 4.391 -4.075 0.709 -0.1324 0.1892 0.1268
C 1.126 -3.333 0.250 0.8887 -0.8964 0.0938
H 3.178 -1.941 -3.483 -0.0358 -0.1092 -0.0528
H 2.434 -1.208 -1.294 -0.4097 -0.4008 0.3108
N 0.505 0.447 -0.932 0.7081 0.9481 0.6649
C -1.207 -1.985 -3.130 0.6111 0.1049 -0.3934
C 3.163 -0.866 -3.304 0.3465 -0.3673 0.8576
H 1.118 3.955 1.619 -0.2304 0.1171 -0.1405
N -3.927 2.565 0.998 -0.1891 0.4212 -0.0683
```
Positions in Å, forces in eV/Å.

In the Mulliken picture, each atom carries the following charge in e: 0.43, 0.41, 2.92, 2.65, 0.46, 0.45, -0.08, 0.48, 0.54, 0.66, -0.75, -0.54, 0.48, -0.04, 0.63, 1.32, 0.36, -0.50, 1.90, 0.48, -0.63, 0.27, 0.47, 0.37, -0.80, -0.60, -2.40, 0.44, 1.04, 0.67, 0.45, -0.89, 0.61, 0.73, 0.39, -0.72, 0.33, -2.30, -1.52, 0.64, -0.90, -0.91, -0.48, 0.18, 0.31, 0.46, 0.43, 0.29, -1.75, 0.21, 0.59, 0.35, 0.37, 0.44, -1.27, 0.37, 0.11, -1.62, 0.19, -1.12, 4.17, 0.14, -0.85, -0.18, 0.12, -0.85, -0.96, -0.45, -2.11, 0.38, -0.70, 0.36, -1.97, 0.54, -0.59, -0.60, 0.42, -0.78, 0.33, 0.50, -1.93, 0.40, -0.59, 0.41, -0.86, 1.41, -1.35, -1.81, 0.47, 0.82

***

A molecular structure, C35H38FN3O3SiTa at a distorted geometry. Source: the OMol25 dataset; level of theory: the ωB97M-V functional and the def2-TZVPD basis.

As for the net charge: +3. The HOMO energy is -14.75 eV. The calculation puts the HOMO-LUMO gap at 5.71 eV. For the lowest unoccupied orbital energy, the calculation gives -9.03 eV.

Geometry as XYZ:
```
82
Properties=species:S:1:pos:R:3:forces:R:3
C -4.440 -3.215 -2.349 0.5098 0.1059 0.0218
H -7.466 1.361 -0.904 0.0857 -0.0127 -0.2618
H 0.499 -2.476 1.008 -0.3026 0.2586 -0.3101
C -6.133 1.586 -4.040 0.0296 -0.1979 -0.0212
C -3.562 -4.305 -2.248 -0.3199 -0.2430 0.4226
H -2.511 -4.181 -2.522 -0.2017 -0.1028 0.1425
C 2.280 4.133 1.741 0.6420 1.3431 0.5375
H 1.374 3.387 3.640 0.2956 0.3194 -0.1312
Si -3.760 -1.488 -2.510 -1.6739 -0.4577 -3.4953
H 6.762 -0.542 0.223 0.1294 -0.0329 0.3448
H -3.324 -6.364 -1.658 -0.2910 0.1534 -0.1137
H -5.737 -6.656 -1.080 0.0919 0.3199 -0.1423
C -2.617 -1.289 1.503 0.3086 -1.1986 1.0425
C 2.785 -0.324 -0.148 0.3092 0.5001 0.1975
C 6.033 1.137 3.060 -0.2677 0.0733 0.2881
H -1.869 -0.391 -3.852 -0.0217 -0.1705 -0.1691
C 2.532 1.944 0.738 -0.2013 -0.1056 0.2719
C -1.583 -3.026 0.361 -0.1412 -0.6100 0.7285
H -7.332 -4.765 -1.436 0.3008 -0.0326 -0.1374
H -5.884 -0.529 -0.791 -0.0468 0.1704 -0.1941
C -6.935 1.897 -2.937 0.2281 -0.1779 -0.0218
Ta -1.651 -0.917 -0.544 -1.3218 1.8035 -1.9712
F 4.729 -1.558 0.316 -0.7076 1.4238 0.0909
H 2.844 4.508 3.845 -0.3045 -0.2349 -0.0440
C 3.826 1.876 1.268 0.5213 -0.5892 -0.1380
C 1.990 0.841 0.021 0.7259 0.0935 0.3146
H -3.704 -1.129 -1.034 1.5984 0.5908 1.0904
C -5.380 -5.699 -1.466 0.0526 0.2232 -0.0058
C -0.157 1.997 -0.038 0.1867 -0.7999 -0.4594
C -2.477 -1.301 -3.948 -0.4527 -0.0058 0.5422
C -1.648 2.091 -0.261 -1.0554 1.7316 -0.3716
C -2.851 -2.459 0.714 0.1318 -0.4469 1.1405
C -5.810 -3.403 -2.126 0.0306 -0.2468 0.3316
H 0.310 5.107 2.173 0.3625 0.2757 0.1390
H -1.835 -2.187 -4.050 -0.1089 0.2780 0.1485
N 8.399 0.717 2.878 0.9142 -0.2496 0.6273
H -1.947 -2.001 -1.884 0.6836 -0.5024 0.5566
H 1.809 6.187 2.356 -0.3498 -0.2258 -0.1311
H -3.081 -1.229 -4.865 0.1546 0.0988 0.2583
C 0.636 0.873 -0.352 -0.8899 -0.0840 0.1090
C -4.026 -5.537 -1.782 0.1123 0.0646 -0.1501
H 5.267 1.892 3.267 0.3279 -0.2480 0.1351
H 4.231 2.736 1.803 -0.1389 -0.4529 -0.2799
C -5.126 -0.240 -2.807 0.3312 -0.0273 0.5223
O 0.108 -0.235 -0.921 0.7371 1.3472 0.0356
H 9.343 1.067 3.053 0.0701 -0.1759 0.2166
C -5.956 0.057 -1.712 -0.0846 0.5893 -0.1949
C 0.452 3.105 0.526 1.5671 -0.1175 0.6020
H 9.066 -0.471 1.280 -0.1049 0.1201 0.0649
H -6.505 -2.581 -2.307 0.1590 -0.2635 0.2082
C -5.234 0.513 -3.982 -0.1969 0.2905 0.2795
H -4.607 0.270 -4.840 -0.2103 0.2312 0.1529
H 5.859 0.287 3.756 0.0464 0.2662 -0.1906
H 6.802 -1.210 1.888 0.0855 0.1209 -0.3111
C 2.018 4.167 3.220 0.0686 -0.1812 0.4914
C 1.386 5.184 2.323 0.0151 0.1402 0.0794
H -0.715 -0.489 2.396 -0.0984 0.1234 -0.5577
H 2.377 -1.174 -0.687 0.2148 0.0727 0.1474
H -0.099 4.028 0.670 0.0152 -0.2518 -0.0413
C -1.202 -1.171 1.700 -0.3074 -1.0678 0.3429
C -6.271 -4.639 -1.659 0.0310 -0.0028 -0.1390
C 7.410 1.723 3.327 -0.5321 0.3628 -0.2363
C -6.848 1.130 -1.771 0.0410 -0.2358 -0.1000
C 6.899 -0.289 1.280 0.0746 -0.4264 -0.2595
N 1.740 3.072 0.975 -1.5684 -1.2511 -1.5531
H -7.623 2.743 -2.983 0.2092 -0.2566 0.0012
C 4.621 0.719 1.112 -0.0249 0.8679 0.3859
H 7.605 2.637 2.762 -0.1300 -0.0591 0.0403
C 8.299 0.284 1.469 -0.4871 0.1022 -0.6740
H -6.193 2.182 -4.952 -0.0603 -0.1748 0.2855
H 8.240 -0.119 3.440 0.4123 -0.1429 0.3467
H 3.275 4.455 1.429 -0.4776 -0.0676 -0.1989
H 8.486 1.161 0.847 -0.0827 -0.1144 -0.0344
O -2.311 0.914 -0.368 0.5833 0.5094 -0.3335
H -3.824 -2.907 0.517 0.2471 0.2645 -0.3382
C -0.562 -2.235 0.974 -0.6030 -0.3611 1.0738
C 4.042 -0.363 0.402 0.0010 -1.3884 -0.4201
H -1.430 -3.954 -0.188 -0.1512 0.3642 0.0563
N 5.907 0.686 1.682 -0.9063 0.3535 -0.3497
H 7.564 1.910 4.393 0.0136 -0.0327 -0.1710
H -3.379 -0.684 1.991 0.2194 0.0067 -0.4247
O -2.200 3.171 -0.327 0.9479 -1.9333 0.2624
```
Positions in Å, forces in eV/Å.

In the Mulliken picture, each atom carries the following charge in e: 0.47, 0.40, 0.59, -0.61, -0.37, 0.50, -0.45, 0.23, 0.60, 0.51, 0.44, 0.41, -0.69, -0.86, -0.53, 0.39, 0.02, -0.55, 0.43, 0.42, -0.53, 1.50, -0.32, 0.30, -0.27, 0.30, -0.16, -0.56, -0.01, -1.33, 0.26, -0.25, -0.38, 0.29, 0.38, -0.11, -0.13, 0.32, 0.50, 1.48, -0.64, 0.38, 0.49, 0.62, -1.25, 0.38, -0.10, -0.71, 0.43, 0.43, -0.64, 0.27, 0.19, 0.42, -0.36, -1.04, 0.57, 0.75, 0.75, -0.08, -0.61, -0.71, -0.86, -0.66, 0.23, 0.42, -0.68, 0.36, -0.97, 0.41, 0.41, 0.73, 0.37, -0.50, 0.60, -0.62, 0.57, 0.55, 0.16, 0.38, 0.48, -0.57

***

A molecular structure, C35H40B2F4N5O5PS2SnTe at a distorted geometry. Source: the OMol25 dataset; level of theory: the ωB97M-V functional and the def2-TZVPD basis.

The HOMO energy is -7.76 eV. The calculation puts the HOMO-LUMO gap at 7.45 eV. For the lowest unoccupied orbital energy, the calculation gives -0.30 eV.

Geometry as XYZ:
```
96
Properties=species:S:1:pos:R:3:forces:R:3
Te -2.390 -1.183 -0.730 -1.0735 0.3337 0.5206
H -2.471 -3.317 3.881 -0.0786 -0.0547 0.0620
C -0.765 -0.211 2.802 0.1090 -0.4754 -0.2833
H 1.238 -0.340 3.560 0.0652 -0.0332 0.0515
C 3.159 1.103 -3.330 -0.9089 0.0751 -0.4961
C -0.394 -2.968 3.486 -0.0628 0.1408 -0.2506
C -1.941 0.525 2.762 -0.0808 -0.0327 -0.0663
F 4.218 -0.926 1.992 0.0704 -0.6339 0.1745
H 3.346 3.752 1.605 0.0573 0.0713 -0.0092
C -2.544 2.082 -0.910 0.1730 -0.0116 -0.0271
C 0.704 4.719 0.162 -0.1348 -0.0367 -0.2965
H 5.540 -0.381 -3.386 0.0584 -0.0176 -0.0640
C 4.016 0.591 -2.266 0.7739 -0.3168 0.9543
B 3.879 0.231 1.344 0.1298 0.1719 0.0879
C 1.021 3.279 -0.072 -0.5764 0.4158 -0.9343
H -2.791 0.180 2.189 -0.0014 -0.0278 -0.0171
Sn 0.899 0.134 -1.181 0.5455 0.5597 0.1460
F 1.933 3.694 -3.589 0.6814 0.1285 0.0676
C -1.192 -4.438 5.194 -0.0760 -0.0551 0.0899
C 0.117 -4.725 5.548 0.0062 -0.0333 0.0547
H 1.734 -2.782 3.305 0.0685 -0.0196 -0.0397
H 3.717 -1.945 -0.643 0.0840 0.0742 0.1000
H -8.118 2.773 -0.791 -0.1056 0.0697 0.0295
H -2.962 2.259 3.483 -0.0359 0.0486 -0.0369
H 2.849 2.523 2.758 -0.0003 0.0526 -0.0311
C 1.744 2.522 0.952 0.2216 -0.9250 0.6756
H 0.316 -5.434 6.336 0.0099 -0.0480 0.1095
H -2.618 3.167 -0.915 0.0557 0.0543 -0.0319
C -3.908 1.464 -0.888 0.1305 -0.1075 0.2003
H -1.959 1.772 -0.035 -0.0282 0.0519 -0.1565
F -0.164 3.489 -4.437 -0.5066 0.0485 -0.3013
H 5.957 1.248 -2.838 0.0844 0.0115 -0.0544
H -7.478 0.020 -0.774 -0.1328 -0.1045 0.0177
H 1.843 3.971 2.514 -0.0995 0.1085 -0.0181
C 5.456 0.322 -2.558 -0.0229 -0.1002 0.3279
H -5.050 -2.498 -0.767 -0.0748 -0.0651 0.0200
C 0.361 -2.643 -3.488 0.1766 -0.1060 -0.0776
O 0.146 3.244 -2.179 -0.4179 0.2862 0.6073
C -0.962 2.134 4.245 -0.0228 0.1012 0.0037
H -0.002 4.813 0.988 -0.0263 0.0381 0.0720
O 4.262 0.055 -0.094 0.2383 -0.1948 -0.7166
S 0.780 -2.268 0.755 -0.1739 0.2116 0.0370
N 1.712 1.248 0.810 -0.0343 0.1535 -0.5910
H 0.049 -3.331 -4.285 0.1391 0.1843 0.0042
H -8.040 2.021 -2.380 -0.1002 0.0304 -0.0605
C -5.008 2.256 -1.192 -0.1335 -0.0854 -0.0522
F 4.635 1.283 1.832 0.1422 0.5531 0.0182
C 3.072 -4.898 -2.121 -0.0026 0.1354 0.0449
N 2.230 -2.256 -2.025 -0.0356 0.2736 -0.0325
H 1.051 1.750 4.861 0.0963 0.0095 0.0351
N 1.909 0.980 -3.095 0.0698 0.0434 0.4587
N 3.484 0.484 -1.099 -0.6714 0.0860 -0.0778
C 2.007 -4.465 -2.895 0.0143 0.1197 0.0211
H -2.011 -4.912 5.712 -0.0668 -0.0589 0.0668
C 2.483 3.240 2.027 0.1078 -0.2646 0.1728
O -0.671 -2.523 -2.519 0.0490 -0.2004 -0.2692
O 0.950 1.569 -3.864 0.2183 -0.3356 -0.2837
H 0.515 -1.638 -3.890 -0.0248 -0.1556 -0.0748
H 2.192 -4.320 5.176 0.0563 -0.0452 0.0248
H 4.518 -4.273 -0.656 0.1106 -0.0080 0.0705
H 5.935 -0.090 -1.673 0.0274 0.0336 -0.0958
H -5.320 -2.008 0.897 -0.0444 -0.0634 0.0629
H 1.607 5.267 0.423 0.0281 0.0408 0.0300
H 2.945 2.042 -5.203 0.0650 0.0176 -0.0341
C -7.463 2.565 -1.635 -0.0187 -0.0073 0.0748
C -2.039 1.697 3.490 -0.0125 0.1493 0.0338
C -6.475 0.421 -0.808 0.0634 -0.0005 -0.0409
H -6.690 -2.091 -0.218 -0.0974 -0.0829 0.0024
C -6.292 1.740 -1.200 0.1388 -0.0225 0.0544
C 0.217 1.405 4.268 0.0512 0.0541 0.0865
H -7.139 3.508 -2.066 -0.0218 0.0947 -0.0225
H 1.485 -5.149 -3.547 -0.0817 -0.0069 -0.0647
H -4.845 3.289 -1.466 0.0143 0.1389 -0.0236
C -1.455 -3.549 4.168 0.0811 0.0927 -0.0816
N 0.769 2.635 -1.154 0.5658 -0.4201 -0.1008
O 2.441 0.423 1.607 -0.2064 0.2721 0.1357
C 3.249 -2.673 -1.287 0.2683 -0.2352 0.1100
C -5.404 -0.408 -0.515 0.1189 -0.0326 0.0133
H -1.046 3.044 4.823 0.0115 0.0436 0.0308
H 4.363 0.974 -5.071 0.0967 -0.0537 0.0027
B 0.733 3.006 -3.541 -0.0103 0.2890 0.1103
C 0.920 -3.238 3.850 0.0048 -0.0378 0.0282
H 0.268 5.149 -0.735 0.0019 -0.0024 0.0041
C 3.701 -3.983 -1.296 -0.0367 -0.1291 -0.0868
C 0.319 0.225 3.554 -0.0303 0.0720 -0.0300
H -0.738 -3.367 -2.054 -0.0563 0.0521 0.0683
C -4.107 0.113 -0.591 0.3662 -0.1573 -0.0881
H 3.391 -5.929 -2.155 0.0430 -0.0754 -0.0028
H -2.000 1.794 -1.814 0.0943 0.0815 0.0782
C 1.172 -4.112 4.890 0.0441 -0.0200 0.0900
C 3.748 1.707 -4.552 -0.2634 0.1359 -0.1154
C 1.610 -3.136 -2.807 -0.1460 -0.2065 -0.2751
P -0.635 -1.878 2.059 -0.1113 0.0145 0.2481
H 4.365 2.564 -4.291 0.0544 0.0628 -0.0103
S -2.558 -2.344 1.394 -0.0766 -0.1278 -0.0988
C -5.639 -1.834 -0.130 0.0412 -0.0531 -0.0699
```
Positions in Å, forces in eV/Å.

In the Mulliken picture, each atom carries the following charge in e: 0.74, 0.32, 1.23, 0.04, 0.66, 0.64, -0.73, -0.35, 0.37, -0.89, -1.90, 0.36, 0.37, 0.59, -0.28, 0.64, 1.00, -0.35, -0.71, -0.46, 0.38, 0.51, 0.33, 0.47, 0.42, 0.76, 0.39, 0.45, 0.95, 0.01, -0.34, 0.40, 0.37, 0.53, -2.09, 0.28, -1.00, -0.67, -0.66, 0.35, -0.63, -0.25, 0.80, 0.44, 0.38, -1.25, -0.35, -0.48, 0.60, 0.45, 0.73, 0.41, -0.83, 0.40, -2.09, -0.37, -0.62, 0.11, 0.43, 0.54, 0.46, 0.22, 0.43, 0.37, -1.56, -0.79, -1.02, 0.41, 0.76, -0.44, 0.35, 0.46, 0.37, -0.63, 0.94, -0.21, -0.23, 1.10, 0.42, 0.51, 0.81, -0.47, 0.40, -1.22, -0.53, 0.33, -0.27, 0.43, 0.34, -0.87, -2.06, 0.51, 0.78, 0.33, -0.51, -1.47

***

Values of E, in order: -2885.59205 -2191.97084 -4077.19830, all in a.u..
Values of energy above the lowest of the compared OMol25 structures with the same formula, charge and spin, in order: 0.0 0.0 0.0, all in kcal/mol.